188
Properties=species:S:1:pos:R:3:forces:R:3 method="wB97M-V/def2-TZVPD" e_homo_ha=-0.313 smiles=COC[C@H](C)N.COC[C@H](C)N.COC[C@H](C)N.COC[C@H](C)N.COCCNCCOC.COCCNCCOC.COCCNCCOC.COCCNCCOC.COCCNCCOC charge=0 e_lumo_ev=0.475 orbital_gap_ev=8.99 e_above_lowest_ev=2.140
C -3.281 0.970 -6.956 -0.296 -0.655 -0.020
O -2.272 0.281 -6.248 0.506 0.401 -0.168
C -2.627 0.062 -4.897 -0.031 -0.158 -0.421
C -1.458 -0.577 -4.172 0.378 0.029 0.120
C -0.131 0.091 -4.535 0.068 -0.244 -0.399
N -1.349 -2.039 -4.459 -1.053 1.422 0.383
H -3.993 0.212 -7.305 -0.350 0.361 0.006
H -2.882 1.480 -7.830 0.331 -0.077 0.072
H -3.772 1.707 -6.315 -0.112 -0.009 -0.036
H -2.878 1.022 -4.430 -0.033 -0.069 0.110
H -3.512 -0.587 -4.873 -0.032 0.092 0.249
H -1.684 -0.425 -3.110 0.215 -0.174 0.047
H -0.159 1.180 -4.492 0.137 -0.002 0.353
H 0.136 -0.162 -5.565 -0.278 0.077 -0.064
H 0.679 -0.355 -3.953 -0.049 0.430 0.359
H -1.428 -2.040 -5.471 0.604 -0.751 -0.067
H -0.439 -2.303 -4.108 0.121 -0.454 -0.581
C -4.450 2.810 -2.089 -0.160 0.160 0.669
O -5.239 1.687 -2.361 0.507 -0.807 -0.413
C -6.395 1.616 -1.544 0.253 0.082 -0.608
C -7.191 0.346 -1.848 -0.492 0.913 -0.081
C -7.565 0.334 -3.320 0.242 -0.376 0.128
N -8.417 0.324 -1.043 0.062 -0.055 0.614
H -5.078 3.705 -2.184 0.292 0.202 0.132
H -3.578 2.896 -2.739 -0.292 -0.293 -0.432
H -4.029 2.718 -1.082 -0.277 0.334 0.130
H -6.125 1.649 -0.482 0.013 0.161 -0.022
H -7.003 2.481 -1.856 -0.278 -0.012 0.565
H -6.634 -0.549 -1.567 0.269 0.074 -0.166
H -6.682 0.526 -3.928 0.007 -0.149 -0.063
H -8.283 1.126 -3.545 -0.124 -0.054 0.091
H -7.985 -0.643 -3.554 -0.158 0.137 -0.270
H -9.070 1.066 -1.272 0.166 0.037 -0.399
H -8.166 0.517 -0.075 -0.079 -0.259 0.042
C 0.174 1.975 -0.869 0.687 -0.271 -0.399
O -0.555 1.376 0.160 0.021 -0.312 0.219
C -1.940 1.303 -0.110 0.311 -0.520 0.422
C -2.557 0.193 0.714 0.135 -1.435 0.188
C -1.789 -1.125 0.579 0.638 -0.338 -0.221
N -3.923 -0.040 0.248 -0.135 1.187 0.455
H 1.219 2.036 -0.562 -0.106 0.276 0.248
H -0.208 2.967 -1.130 0.024 0.003 -0.049
H 0.226 1.332 -1.762 -0.443 0.142 -0.076
H -2.369 2.270 0.166 -0.356 -0.005 -0.461
H -2.122 0.988 -1.148 0.022 0.594 -0.166
H -2.515 0.438 1.781 -0.416 0.299 -0.068
H -0.810 -1.108 1.054 0.086 0.091 -0.061
H -1.643 -1.418 -0.467 0.034 0.416 -0.095
H -2.320 -1.992 0.981 -0.233 0.302 0.333
H -3.897 -0.368 -0.713 -0.224 -0.270 -0.010
H -4.356 -0.729 0.847 -0.102 -0.174 -0.255
C -4.688 -6.535 -3.947 0.300 -0.637 0.618
O -5.028 -5.445 -3.129 -0.104 -0.126 0.038
C -4.078 -4.415 -3.166 0.291 0.440 -0.180
C -4.778 -3.098 -2.867 -0.399 0.695 -0.430
C -5.578 -2.651 -4.081 -0.380 -0.674 -0.194
N -3.845 -2.005 -2.481 0.938 -1.722 0.292
H -5.334 -7.365 -3.660 -0.324 0.176 -0.366
H -3.683 -6.921 -3.722 0.112 0.332 -0.154
H -4.759 -6.287 -5.009 -0.075 -0.077 -0.039
H -3.255 -4.582 -2.452 -0.107 -0.200 0.090
H -3.618 -4.349 -4.161 0.048 -0.011 0.012
H -5.428 -3.259 -2.003 -0.123 -0.024 -0.094
H -4.955 -2.726 -4.979 0.175 0.533 0.099
H -5.995 -1.660 -3.933 0.171 0.087 -0.162
H -6.400 -3.332 -4.320 -0.067 -0.010 0.369
H -3.221 -2.587 -1.904 0.041 0.847 0.732
H -3.167 -1.890 -3.239 -0.513 0.094 -0.383
C 3.424 -9.029 -3.556 0.061 0.277 -1.158
O 2.721 -8.311 -2.584 0.079 -0.358 0.598
C 3.454 -7.219 -2.058 -0.493 0.308 -0.302
C 2.853 -6.760 -0.754 0.047 0.466 -0.192
N 1.457 -6.349 -0.942 0.089 -1.115 0.245
C 0.842 -6.110 0.366 0.512 1.690 -0.338
C -0.571 -5.536 0.291 -0.468 -1.399 -0.014
O -0.658 -4.157 0.089 0.017 0.845 -0.204
C -0.113 -3.755 -1.175 -0.146 -1.497 0.123
H 3.799 -8.352 -4.341 0.087 0.005 0.163
H 2.733 -9.691 -4.078 -0.078 -0.140 0.304
H 4.278 -9.608 -3.190 -0.101 0.057 0.336
H 3.335 -6.376 -2.755 0.357 -0.069 -0.082
H 4.513 -7.456 -1.929 0.004 -0.095 -0.024
H 3.441 -5.874 -0.488 -0.052 -0.085 0.366
H 2.955 -7.516 0.036 0.102 -0.026 -0.036
H 1.022 -7.170 -1.361 -0.249 0.222 -0.100
H 1.409 -5.248 0.755 0.145 -0.372 0.447
H 0.952 -6.943 1.068 -0.224 -0.094 -0.022
H -1.090 -5.763 1.225 0.074 0.255 0.110
H -1.144 -6.091 -0.473 0.066 0.205 -0.161
H 0.970 -3.868 -1.131 0.067 0.457 -0.241
H -0.457 -2.774 -1.487 0.040 0.166 0.427
H -0.465 -4.500 -1.900 0.108 0.271 -0.280
C -0.782 -3.745 3.752 -0.118 -0.493 0.046
O 0.159 -2.955 4.433 0.495 -0.098 0.366
C 0.493 -1.782 3.708 -0.969 0.719 0.047
C 1.320 -2.064 2.484 0.066 0.235 -0.520
N 2.711 -2.400 2.835 -0.612 -0.848 -0.739
C 3.457 -2.656 1.598 1.164 0.076 0.108
C 4.940 -2.920 1.831 0.825 0.596 0.885
O 5.291 -4.237 2.197 0.267 -0.582 -0.724
C 4.709 -4.758 3.358 -0.843 0.581 0.297
H -1.082 -4.599 4.362 0.139 0.259 0.405
H -0.355 -4.204 2.855 -0.213 0.338 -0.255
H -1.682 -3.158 3.536 0.046 -0.062 -0.311
H 0.964 -1.051 4.367 0.409 -0.471 0.219
H -0.460 -1.284 3.461 0.115 -0.119 -0.449
H 1.347 -1.228 1.777 -0.060 0.337 0.408
H 0.807 -2.840 1.896 0.230 -0.170 0.049
H 2.622 -3.323 3.254 0.162 0.332 0.549
H 3.433 -1.760 0.972 -0.358 -0.064 -0.076
H 3.117 -3.532 1.025 -0.417 0.223 -0.114
H 5.392 -2.242 2.577 -0.651 0.085 0.268
H 5.547 -2.658 0.960 -0.347 -0.522 -0.402
H 5.118 -5.741 3.569 0.280 0.061 -0.051
H 3.620 -4.882 3.252 0.126 -0.227 -0.130
H 4.828 -4.076 4.211 0.267 -0.153 0.037
C 6.420 5.262 4.454 -0.586 -1.256 0.513
O 6.484 6.535 3.916 -0.307 0.064 -0.498
C 5.239 7.257 3.988 1.635 0.107 0.171
C 5.290 8.336 2.884 -0.320 -0.439 1.444
N 4.595 7.978 1.680 0.023 0.195 -0.185
C 5.140 6.871 0.904 -0.114 -0.422 -0.832
C 4.302 5.591 0.990 1.101 0.743 0.008
O 3.055 5.832 0.375 0.525 -0.268 -0.036
C 2.539 4.677 -0.226 -1.641 -0.585 0.272
H 7.316 4.692 4.208 0.178 0.270 0.008
H 5.570 4.667 4.072 0.063 0.242 -0.264
H 6.269 5.223 5.544 0.262 0.357 0.010
H 5.225 7.696 4.993 -0.376 0.091 -0.053
H 4.401 6.566 3.873 -0.114 0.099 -0.061
H 6.333 8.580 2.689 0.095 -0.234 -0.151
H 4.906 9.229 3.391 -0.457 0.174 -0.704
H 3.623 7.764 1.863 -0.044 0.274 0.023
H 6.171 6.586 1.129 -0.032 0.410 0.513
H 5.155 7.175 -0.150 -0.029 -0.105 -0.025
H 4.250 5.327 2.055 -0.588 -0.195 -0.093
H 4.854 4.782 0.499 -0.134 -0.019 -0.200
H 2.898 4.362 -1.212 0.716 0.457 0.113
H 1.468 4.857 -0.366 0.043 0.020 0.029
H 2.606 3.814 0.445 0.138 -0.014 -0.008
C -5.193 6.498 6.461 -0.219 1.094 1.302
O -4.896 5.406 5.658 -0.085 -0.064 -0.061
C -4.235 5.786 4.462 0.201 -0.800 0.023
C -4.090 4.543 3.614 -0.044 -0.408 0.512
N -5.389 4.033 3.203 0.185 -0.143 -0.404
C -5.280 2.807 2.405 -0.191 0.097 0.214
C -5.148 1.569 3.257 0.614 -0.924 -0.532
O -6.279 1.420 4.085 0.117 0.391 0.010
C -6.305 0.182 4.733 0.167 -0.632 0.259
H -4.327 7.133 6.708 0.181 -0.205 -0.387
H -5.561 6.192 7.444 0.009 -0.534 -0.235
H -5.969 7.183 6.090 0.080 -0.269 -0.522
H -3.205 6.078 4.703 -0.196 0.661 -0.025
H -4.835 6.541 3.949 0.284 0.226 -0.080
H -3.544 3.812 4.238 0.035 0.044 -0.035
H -3.431 4.739 2.766 -0.293 0.148 -0.210
H -5.892 3.784 4.049 -0.173 0.226 -0.027
H -4.421 2.880 1.734 0.035 -0.037 0.008
H -6.157 2.674 1.767 -0.087 0.191 0.067
H -4.206 1.561 3.830 -0.211 0.276 0.333
H -5.043 0.684 2.609 -0.210 0.131 -0.145
H -6.669 -0.631 4.089 -0.134 0.197 -0.114
H -6.946 0.255 5.610 -0.074 0.044 -0.062
H -5.310 -0.146 5.066 0.025 0.272 0.075
C 5.044 2.225 -2.602 0.245 0.045 0.165
O 4.207 1.813 -1.540 0.214 0.078 -0.136
C 4.830 1.421 -0.317 -0.639 -0.375 -0.731
C 5.601 0.113 -0.388 0.213 -0.328 0.127
N 6.845 0.206 -1.192 -0.791 0.431 0.179
C 8.043 -0.111 -0.440 0.096 -0.308 0.755
C 8.383 0.923 0.645 0.575 0.079 -1.057
O 8.226 2.214 0.088 -0.864 0.208 -0.281
C 8.682 3.261 0.904 0.844 -0.342 0.391
H 5.545 1.383 -3.086 -0.126 -0.035 -0.062
H 5.827 2.913 -2.251 -0.100 0.074 0.016
H 4.412 2.747 -3.318 0.019 -0.023 -0.043
H 3.917 1.260 0.259 0.472 0.140 0.782
H 5.499 2.200 0.069 -0.257 0.196 0.071
H 4.917 -0.656 -0.760 0.194 -0.068 -0.203
H 5.855 -0.173 0.642 -0.165 0.040 0.026
H 6.881 1.201 -1.384 0.593 -0.100 -0.438
H 8.907 -0.295 -1.079 -0.148 0.296 -0.307
H 7.886 -1.054 0.095 -0.026 -0.065 -0.145
H 9.457 0.847 0.859 -0.221 -0.460 0.731
H 7.711 0.744 1.489 0.316 0.388 0.365
H 8.349 3.152 1.943 -0.266 0.105 -0.084
H 8.376 4.218 0.493 -0.211 -0.054 -0.068
H 9.782 3.241 0.939 -0.074 0.106 -0.001

92
Properties=species:S:1:pos:R:3:forces:R:3 method="wB97M-V/def2-TZVPD" e_homo_ha="-0.113 / -0.113" charge=-2 e_lumo_ev="3.310 / 3.309" orbital_gap_ev="6.38 / 6.38" e_above_lowest_ev=1.537 multiplicity=2
Yb -0.186 0.031 -0.533 -0.484 -3.331 1.751
C 1.800 0.733 -3.825 -0.258 0.143 -0.001
C 2.655 0.050 -2.815 -0.085 0.053 0.064
C 3.918 -0.450 -3.210 0.187 -0.131 0.249
C 4.718 -1.084 -2.306 -0.156 0.096 -0.218
C 4.291 -1.204 -0.971 -0.404 0.169 0.023
C 5.009 -1.859 0.043 0.091 -0.207 0.418
Br 6.704 -2.633 -0.328 0.181 -0.100 -0.042
C 4.512 -1.974 1.312 0.346 -0.024 -0.407
C 3.295 -1.391 1.633 -0.536 0.297 0.127
Br 2.710 -1.546 3.435 0.019 0.030 -0.142
C 2.500 -0.700 0.707 0.685 -0.287 0.115
O 1.388 -0.136 0.989 -0.108 -0.265 0.128
C 3.026 -0.648 -0.646 0.412 -0.294 0.294
N 2.229 -0.065 -1.571 -0.188 0.020 -0.206
H 2.112 0.472 -4.835 -0.006 -0.055 -0.053
H 1.869 1.813 -3.691 0.057 0.063 0.030
H 0.753 0.484 -3.676 0.048 -0.050 -0.113
H 4.230 -0.348 -4.242 -0.065 0.025 -0.001
H 5.666 -1.519 -2.598 -0.009 0.072 -0.022
H 5.058 -2.510 2.072 0.076 0.001 0.043
F -2.633 3.934 4.760 0.276 -0.117 -0.264
C -1.692 3.637 3.848 0.106 0.036 -0.267
C -1.985 2.804 2.773 0.042 -0.069 -0.082
F -3.203 2.273 2.643 0.092 0.146 0.032
C -1.001 2.540 1.838 0.373 0.270 0.644
F -1.314 1.798 0.743 -0.241 0.300 0.652
C 0.284 3.076 1.924 -0.651 0.050 0.869
S 1.422 2.835 0.651 -0.173 0.250 -0.839
C 0.557 3.896 3.024 -0.336 -0.297 -0.328
F 1.774 4.437 3.164 -0.126 0.017 0.068
C -0.416 4.179 3.968 -0.238 0.072 -0.238
F -0.153 5.003 4.996 0.059 -0.159 -0.007
F -2.123 3.504 -1.589 1.237 -0.692 0.246
Te -0.110 3.340 -1.257 0.364 7.467 -2.874
F 0.508 5.253 -1.326 -0.503 -1.331 0.201
F 1.762 3.299 -2.058 -0.866 -0.671 0.868
F -1.078 4.452 0.244 0.627 -1.052 -0.519
F -0.364 3.870 -3.171 0.125 -0.700 1.152
O -0.284 1.623 -1.737 -0.388 0.351 -0.971
C -4.308 1.030 -4.313 -0.158 0.162 -0.286
N -3.787 0.267 -3.218 0.182 -0.025 0.308
C -4.110 -1.004 -2.831 -0.051 -0.533 0.287
C -3.314 -1.287 -1.758 -0.233 -0.084 -0.071
N -2.517 -0.213 -1.485 0.223 0.464 -0.095
C -2.831 0.696 -2.381 0.041 0.129 -0.043
H -5.383 1.186 -4.204 0.031 0.009 -0.017
H -4.110 0.527 -5.261 -0.020 0.039 0.019
H -3.805 1.995 -4.310 -0.058 0.009 -0.064
H -4.846 -1.591 -3.342 -0.141 -0.105 -0.104
H -3.250 -2.184 -1.172 0.004 -0.179 -0.004
H -2.392 1.669 -2.468 0.061 0.279 0.015
F 1.176 -2.972 -2.846 0.714 -0.199 -0.365
B 0.097 -2.516 -2.157 0.098 0.200 -0.323
F 0.471 -2.188 -0.814 -0.019 -0.153 0.416
F -0.935 -3.398 -2.184 -0.652 -0.479 0.168
F -0.322 -1.245 -2.669 -0.011 0.315 -0.010
O -1.392 -0.928 1.148 0.273 0.398 -1.066
Si -1.761 -1.444 2.580 0.022 -0.338 1.183
C -3.574 -2.025 2.814 0.415 0.271 -0.161
C -4.014 -2.664 3.969 0.048 -0.047 0.178
C -5.306 -3.146 4.092 -0.069 -0.084 0.153
C -6.195 -3.011 3.039 -0.146 -0.010 -0.019
C -5.782 -2.377 1.880 -0.222 -0.024 -0.116
C -4.492 -1.882 1.781 0.056 0.101 -0.161
C -0.759 -2.999 3.100 -0.215 0.453 -0.242
C -0.050 -3.670 2.111 -0.064 0.125 -0.224
C 0.676 -4.816 2.378 0.056 -0.182 -0.037
C 0.680 -5.341 3.658 0.144 -0.100 -0.005
C -0.010 -4.688 4.664 -0.027 -0.067 0.245
C -0.706 -3.523 4.387 -0.109 0.128 0.075
C -1.375 -0.147 3.932 -0.310 -0.386 -0.262
C -2.186 0.207 5.004 -0.154 -0.196 0.028
C -1.735 1.077 5.984 -0.062 0.075 0.290
C -0.457 1.604 5.919 0.022 -0.056 0.164
C 0.351 1.295 4.839 0.127 -0.101 0.159
C -0.119 0.445 3.856 0.177 -0.131 -0.097
H -3.332 -2.799 4.795 0.075 -0.042 0.122
H -5.620 -3.639 5.005 0.029 0.014 0.003
H -7.206 -3.392 3.127 -0.008 -0.019 -0.023
H -6.469 -2.277 1.048 0.006 0.055 -0.019
H -4.175 -1.375 0.883 0.017 0.078 -0.200
H -0.072 -3.272 1.111 0.076 0.059 -0.249
H 1.234 -5.299 1.587 0.016 -0.030 -0.050
H 1.231 -6.247 3.878 0.049 -0.058 0.013
H -0.008 -5.088 5.670 0.030 0.006 0.050
H -1.215 -3.012 5.193 -0.015 0.062 0.147
H -3.181 -0.212 5.079 -0.114 -0.002 0.034
H -2.369 1.342 6.821 -0.106 -0.017 -0.001
H -0.098 2.253 6.708 0.017 0.097 0.016
H 1.349 1.703 4.767 0.123 0.055 -0.023
H 0.496 0.219 3.001 0.251 -0.029 -0.111